[1]
The ion C23H30N3 with charge +1 at a distorted geometry, computed with ωB97M-V/def2-TZVPD.

CARTESIAN COORDINATES (ANGSTROEM)
1 C -3.51 -5.15 0.53
2 C -2.63 -3.96 0.29
3 C -2.98 -2.94 -0.61
4 C -2.03 -2.02 -1.06
5 C -0.84 -1.81 -0.33
6 C 0.14 -0.59 -0.51
7 C 1.08 -0.61 0.67
8 C 2.38 -1.13 0.54
9 C 3.26 -1.13 1.60
10 C 2.79 -0.90 2.89
11 C 3.69 -1.15 4.04
12 C 1.45 -0.51 3.05
13 C 0.64 -0.26 1.95
14 N -0.52 0.65 -0.69
15 C 0.05 1.83 -1.22
16 N 1.34 1.99 -1.64
17 C 2.44 1.06 -1.58
18 C 1.84 3.35 -1.93
19 C 0.84 4.05 -2.80
20 C -0.38 4.19 -1.97
21 N -0.73 2.93 -1.34
22 C -2.13 2.97 -1.00
23 C -2.52 1.98 0.04
24 C -1.92 0.63 -0.22
25 C -0.51 -2.81 0.59
26 C -1.37 -3.87 0.87
27 H -3.23 -5.67 1.45
28 H -4.57 -4.86 0.62
29 H -3.46 -5.87 -0.29
30 H -4.00 -2.91 -0.99
31 H -2.26 -1.46 -1.97
32 H 0.75 -0.81 -1.41
33 H 2.69 -1.46 -0.45
34 H 4.33 -1.35 1.44
35 H 3.33 -1.94 4.72
36 H 4.67 -1.48 3.68
37 H 3.84 -0.25 4.64
38 H 1.03 -0.39 4.06
39 H -0.38 0.11 2.08
40 H 2.37 0.25 -2.31
41 H 3.38 1.62 -1.80
42 H 2.59 0.69 -0.57
43 H 1.98 3.88 -0.95
44 H 2.81 3.27 -2.46
45 H 1.21 5.05 -3.03
46 H 0.64 3.54 -3.75
47 H -0.25 4.94 -1.16
48 H -1.23 4.51 -2.58
49 H -2.34 3.96 -0.62
50 H -2.75 2.87 -1.91
51 H -2.31 2.34 1.05
52 H -3.60 1.84 -0.04
53 H -2.00 0.06 0.73
54 H -2.53 0.15 -1.01
55 H 0.46 -2.79 1.07
56 H -1.05 -4.63 1.58

## Properties
M, g mol⁻¹: 348.51
Frontier orbital gap, eV: 9.20
2S+1: 1
E, Ha: -1058.44674
Net charge: +1
ΔE to the lowest compared entry with this formula, charge and spin, kJ/mol: 73.7
Largest force on an atom, eV Å⁻¹: 3.30

Atomic partial charges in e from the Löwdin method, atoms 1 to 5:
1 C -0.05
2 C -0.27
3 C -0.03
4 C -0.06
5 C -0.15


[2]
A structure of composition C34H46Cl4O3P4W at a distorted geometry, computed with ωB97M-V/def2-TZVPD.

CARTESIAN COORDINATES (ANGSTROEM)
1 P -1.82 -2.00 -2.11
2 C -1.71 -2.48 -3.92
3 C -1.50 -3.81 -4.34
4 H -1.30 -4.59 -3.60
5 C -1.52 -4.18 -5.70
6 H -1.37 -5.21 -5.99
7 C -1.74 -3.22 -6.68
8 H -1.78 -3.50 -7.73
9 C -1.95 -1.89 -6.29
10 H -2.14 -1.13 -7.05
11 C -1.95 -1.54 -4.94
12 H -2.12 -0.50 -4.65
13 C -1.24 -3.46 -1.28
14 C 0.14 -3.64 -1.19
15 H 0.80 -2.86 -1.57
16 C 0.64 -4.80 -0.60
17 H 1.72 -4.93 -0.54
18 C -0.22 -5.78 -0.12
19 H 0.19 -6.70 0.31
20 C -1.60 -5.60 -0.21
21 H -2.27 -6.37 0.14
22 C -2.12 -4.44 -0.79
23 H -3.20 -4.30 -0.86
24 C -3.64 -2.01 -1.91
25 C -4.55 -2.66 -2.78
26 H -4.20 -3.08 -3.72
27 C -5.91 -2.78 -2.46
28 H -6.58 -3.31 -3.12
29 C -6.40 -2.24 -1.27
30 H -7.44 -2.35 -0.99
31 C -5.52 -1.56 -0.42
32 H -5.88 -1.13 0.51
33 C -4.16 -1.44 -0.74
34 H -3.48 -0.88 -0.09
35 W 0.95 1.69 -0.31
36 C 1.28 1.25 1.71
37 C 0.75 0.11 2.20
38 H 1.85 1.94 2.35
39 C 0.02 -0.79 1.18
40 O -1.29 -1.08 1.78
41 H -1.78 -1.77 1.30
42 C -0.15 -0.17 -0.33
43 H 0.61 -1.74 1.14
44 C -0.89 -0.66 -1.43
45 Cl 0.79 2.57 -2.44
46 P -0.20 3.59 0.65
47 P 3.34 1.44 -0.47
48 C 0.23 5.16 -0.09
49 H 0.20 5.08 -1.18
50 H 1.24 5.49 0.25
51 H -0.53 5.88 0.27
52 C -1.95 3.24 0.32
53 H -2.25 2.30 0.80
54 H -2.13 3.16 -0.76
55 H -2.54 4.07 0.74
56 C -0.09 3.86 2.43
57 H 0.96 4.10 2.68
58 H -0.41 2.97 2.98
59 H -0.73 4.71 2.68
60 C 4.11 3.05 -0.72
61 H 4.01 3.65 0.20
62 H 3.63 3.58 -1.55
63 H 5.16 2.85 -0.94
64 C 4.20 0.70 0.93
65 H 3.68 -0.19 1.28
66 H 4.25 1.43 1.74
67 H 5.20 0.43 0.59
68 C 3.68 0.42 -1.91
69 H 3.26 0.87 -2.82
70 H 3.25 -0.58 -1.78
71 H 4.77 0.34 -2.00
72 P 0.88 -0.24 4.03
73 C 2.12 0.88 4.68
74 C 1.39 -1.93 4.20
75 H 1.80 1.93 4.60
76 H 3.08 0.77 4.16
77 H 2.27 0.65 5.74
78 H 0.78 -2.58 3.55
79 H 1.25 -2.23 5.25
80 H 2.45 -2.04 3.94
81 C -0.72 0.08 4.73
82 H -0.83 1.15 4.94
83 H -0.81 -0.49 5.66
84 H -1.49 -0.24 4.01
85 H -0.94 0.03 -2.28
86 Cl 3.92 7.95 3.11
87 C 4.42 6.26 2.89
88 Cl 5.89 6.20 1.86
89 Cl 4.72 5.50 4.46
90 C 3.29 5.41 2.09
91 O 2.70 6.12 1.23
92 O 3.16 4.20 2.37

## Properties
M, g mol⁻¹: 952.29
Frontier orbital gap (alpha / beta), eV: 5.51 / 5.42
2S+1: 3
E, Ha: -4821.59361
Net charge: +2
ΔE to the lowest compared entry with this formula, charge and spin, kJ/mol: 84.6
Largest force on an atom, eV Å⁻¹: 3.51

Atomic partial charges in e from the Löwdin method, atoms 1 to 5:
1 P 1.09
2 C -0.28
3 C -0.06
4 H 0.11
5 C -0.04


[3]
A cluster of 13 separate species, C8H36O12 in total at a distorted geometry, computed with ωB97M-V/def2-TZVPD.

CARTESIAN COORDINATES (ANGSTROEM)
1 C 0.96 1.07 3.71
2 C 0.31 0.41 2.50
3 C -0.92 -0.07 2.65
4 C 2.18 -0.59 1.32
5 C 1.18 0.29 1.31
6 C 0.94 1.20 0.15
7 C 1.88 1.93 -0.42
8 C 1.79 3.08 -1.38
9 H 0.41 1.98 3.97
10 H 1.93 1.51 3.50
11 H 1.03 0.48 4.61
12 H -1.31 -0.09 3.66
13 H -1.44 -0.51 1.82
14 H 2.88 -0.60 0.49
15 H 2.42 -1.38 2.02
16 H -0.11 1.15 -0.09
17 H 2.93 1.93 -0.11
18 H 2.29 2.84 -2.33
19 H 2.11 3.97 -0.84
20 H 0.80 3.36 -1.76
21 H -0.27 2.74 2.76
22 H -0.49 2.95 1.36
23 O -0.83 3.30 2.19
24 H 0.58 -3.90 0.95
25 H 0.68 -2.54 1.43
26 O 0.63 -3.43 1.80
27 H 0.20 -3.47 -1.52
28 H 1.31 -4.37 -1.19
29 O 1.02 -3.46 -0.98
30 H 3.63 -1.65 -1.42
31 H 4.69 -0.63 -1.35
32 O 4.57 -1.56 -1.15
33 H -1.25 -3.25 1.78
34 H -2.27 -2.72 2.64
35 O -2.06 -2.70 1.69
36 H -1.89 0.48 -3.60
37 H -2.65 0.74 -2.26
38 O -2.70 0.30 -3.11
39 H -2.10 2.28 -0.56
40 H -1.89 2.92 -2.04
41 O -1.64 2.25 -1.40
42 H -2.16 -2.76 -2.01
43 H -1.28 -1.51 -1.77
44 O -1.26 -2.43 -2.06
45 H -2.60 -0.82 0.73
46 H -3.61 -0.06 -0.20
47 O -2.70 -0.09 0.11
48 H -2.82 1.56 1.08
49 H -2.99 3.06 1.19
50 O -3.41 2.29 0.79
51 H 1.39 -0.80 -1.60
52 H 1.86 -2.06 -2.28
53 O 2.10 -1.14 -2.15
54 H 0.79 0.74 -3.76
55 H 0.12 1.07 -2.31
56 O 0.02 0.71 -3.19

## Properties
M, g mol⁻¹: 324.36
Frontier orbital gap, eV: 9.60
2S+1: 1
E, Ha: -1229.20922
ΔE to the lowest compared entry with this formula, charge and spin, kJ/mol: 253.8
Largest force on an atom, eV Å⁻¹: 1.84

Atomic partial charges in e from the Löwdin method, atoms 1 to 5:
1 C -0.04
2 C -0.32
3 C 0.07
4 C 0.08
5 C -0.27


Which value of E does entry 3 give? -1229.20922 Ha